1.
{"formula": "C4H7N3O", "method": "ωB97M-V with the def2-TZVPD basis set", "relative_energy_kj_mol": 497.5, "orbital_gap_ev": 8.94, "largest_force_ev_per_a": 6.510, "charge": 0, "homo_ha": -0.31451, "elements": ["C", "C", "C", "C", "H", "H", "H", "H", "H", "H", "H", "N", "N", "N", "O"], "positions_angstrom": [[1.28470, -0.28640, -0.19498], [0.91260, 0.91674, 0.67210], [-1.48274, 0.79828, -0.57591], [0.19327, -1.47887, -0.21076], [2.01397, 1.57926, 0.76439], [0.70475, 0.50971, 1.71349], [-0.16060, 2.44240, -0.34933], [-1.85498, 1.27223, -1.47279], [-1.20902, -1.16761, 1.25374], [0.01994, -1.63490, -1.26114], [0.45605, -2.37648, 0.61601], [-0.26499, 1.51195, -0.15369], [-1.97969, -0.37121, -0.35605], [-1.10284, -1.32288, 0.29079], [2.46958, -0.39222, -0.73587]], "forces_ev_per_angstrom": [[4.82, -1.35, -0.63], [1.82, 0.30, -0.78], [2.46, 0.36, -0.14], [1.74, -0.56, 1.89], [-3.82, -1.39, -0.55], [-0.32, 0.94, -1.17], [-0.13, 2.44, -0.86], [-0.89, 0.84, 0.47], [0.18, -0.12, 1.63], [0.70, -1.28, -0.56], [0.70, 1.93, -3.08], [-0.28, -4.78, 2.04], [1.47, 0.78, -0.73], [-2.38, 1.57, 0.15], [-6.07, 0.31, 2.32]]}

=====

2.
{"formula": "C5H7ClO", "method": "ωB97M-V with the def2-TZVPD basis set", "relative_energy_kj_mol": 455.6, "orbital_gap_ev": 10.37, "largest_force_ev_per_a": 2.555, "charge": 0, "homo_ha": -0.36162, "elements": ["C", "C", "C", "C", "C", "O", "Cl", "H", "H", "H", "H", "H", "H", "H"], "positions_angstrom": [[3.18379, -0.38905, 0.11821], [1.73114, 0.08404, 0.12082], [-3.84336, 0.44129, 0.03749], [-3.01952, 0.25586, 1.27923], [0.73932, -0.58019, -0.53021], [-4.29000, 0.44623, 1.37369], [4.05086, 0.94291, -0.84976], [3.35064, -1.26143, -0.51930], [3.83750, -0.41251, 0.98388], [1.62444, 1.06188, 0.55954], [-3.68869, 1.40422, -0.28348], [-4.20854, -0.32796, -0.57648], [-0.13260, -0.07449, -0.76349], [0.66503, -1.59080, -0.95014]], "forces_ev_per_angstrom": [[0.07, 0.71, -1.37], [0.21, -2.16, -0.77], [1.16, -0.42, 0.42], [-0.49, -0.70, 0.05], [1.97, 0.23, 0.81], [-0.24, -0.02, 1.78], [-0.09, -0.25, 0.13], [-0.27, -0.02, 0.45], [-0.74, -0.17, 0.48], [-0.44, 0.22, -0.19], [-0.21, 2.00, -1.58], [-0.21, -0.86, -0.68], [-1.84, 1.15, 0.22], [1.12, 0.30, 0.27]]}

=====

3.
{"formula": "C4H5MgO2", "method": "ωB97M-V with the def2-TZVPD basis set", "relative_energy_kj_mol": 0.0, "orbital_gap_ev": [6.05, 9.22], "largest_force_ev_per_a": 2.318, "charge": 2, "homo_ha": [-0.54031, -0.65671], "multiplicity": 2, "elements": ["H", "C", "C", "O", "Mg", "H", "O", "C", "C", "H", "H", "H"], "positions_angstrom": [[-1.14442, -0.40437, -0.85859], [-0.66301, 0.61940, -0.74559], [-1.71231, 1.36990, -0.49574], [-2.61151, 1.93632, 0.01644], [-4.61745, 2.63554, -0.19220], [0.02210, 0.92006, -1.54075], [3.00078, -0.22791, 0.61469], [1.98543, -0.90088, 0.67377], [1.15201, -1.86361, 0.87678], [3.09358, 0.34884, -0.17673], [0.42648, -1.76764, 1.69178], [1.06832, -2.66565, 0.13614]], "forces_ev_per_angstrom": [[0.96, 0.76, 0.25], [-1.69, -0.71, -1.42], [0.26, 0.14, 1.29], [0.42, -0.15, -0.70], [-0.28, 0.16, 0.02], [0.04, -0.02, 0.41], [0.39, -0.05, -0.41], [-0.30, -1.70, 0.15], [-0.03, 1.08, 0.11], [-0.10, 0.55, 0.28], [0.04, -0.03, -0.28], [0.30, -0.03, 0.30]]}

=====

4.
{"formula": "C4H5NO2S", "method": "ωB97M-V with the def2-TZVPD basis set", "relative_energy_kj_mol": 328.4, "orbital_gap_ev": 9.63, "largest_force_ev_per_a": 1.751, "charge": 0, "homo_ha": -0.32538, "elements": ["C", "C", "C", "C", "H", "H", "H", "H", "H", "N", "O", "O", "S"], "positions_angstrom": [[-0.45756, -0.73425, -0.20848], [1.75218, -0.69237, -0.18889], [1.44953, 0.42062, 0.49117], [-0.03718, 0.57556, 0.45565], [-3.34720, -1.01525, 0.02672], [2.68832, -1.18226, -0.40320], [2.13309, 1.14962, 0.95064], [-0.43739, 0.65753, 1.47042], [0.28486, 1.97831, -1.43288], [-1.56526, -1.28971, -0.34339], [-2.55010, -0.49780, 0.23795], [0.68210, -1.43378, -0.61970], [-0.59538, 2.06380, -0.43601]], "forces_ev_per_angstrom": [[1.70, 0.18, 0.38], [0.22, 0.24, 0.68], [0.61, -0.22, -0.47], [-0.05, -0.37, 0.09], [0.32, 0.46, 0.23], [0.13, 0.23, 0.02], [-0.42, -0.59, -0.42], [-0.30, -0.01, -0.23], [0.17, -0.09, -0.11], [-0.39, -0.28, -0.07], [-0.88, -0.36, -0.22], [-0.82, 0.65, -0.08], [-0.29, 0.16, 0.18]]}

=====

5.
{"formula": "C19H22BrN3O5", "method": "ωB97M-V with the def2-TZVPD basis set", "orbital_gap_ev": 9.49, "largest_force_ev_per_a": 0.173, "charge": 0, "homo_ha": -0.36403, "elements": ["C", "C", "C", "Br", "C", "C", "C", "C", "O", "N", "H", "H", "H", "H", "H", "H", "H", "H", "H", "H", "H", "H", "C", "C", "C", "C", "C", "C", "N", "O", "O", "H", "H", "H", "H", "H", "C", "C", "C", "C", "C", "C", "N", "O", "O", "H", "H", "H", "H", "H"], "positions_angstrom": [[-2.26289, -2.34994, -0.50016], [-2.03526, -3.76765, -1.02647], [-2.56564, -4.04824, -2.42727], [-2.29227, -5.95267, -2.81252], [-1.97581, -3.27818, -3.61289], [-0.42788, -3.33543, -3.70590], [0.06968, -1.88988, -3.56999], [-1.17364, -1.04757, -3.38641], [-1.22123, 0.13969, -3.12876], [-2.25670, -1.85421, -3.53391], [-3.29984, -2.03852, -0.64610], [-1.61895, -1.60643, -0.96487], [-2.06911, -2.32649, 0.57149], [-0.97600, -4.02801, -0.97835], [-2.54430, -4.46463, -0.36021], [-3.65170, -3.94530, -2.43946], [-2.42423, -3.68753, -4.51854], [-0.02433, -3.96857, -2.92059], [-0.14374, -3.77295, -4.65832], [0.71735, -1.72742, -2.70877], [0.61525, -1.54049, -4.44553], [-3.17150, -1.49369, -3.31364], [-3.38786, 1.53903, 0.21781], [-2.09335, 1.59967, -0.28178], [-1.13927, 2.36325, 0.37312], [-1.50938, 3.04697, 1.51653], [-2.79275, 3.00295, 2.03041], [-3.73824, 2.23842, 1.36596], [-0.49115, 3.84600, 2.22381], [0.62882, 3.87444, 1.75130], [-0.82391, 4.41997, 3.24081], [-4.13257, 0.94336, -0.29492], [-1.81633, 1.05514, -1.17458], [-0.12569, 2.42720, 0.00709], [-3.03599, 3.55327, 2.92670], [-4.74914, 2.18951, 1.74773], [4.16462, 3.31926, 3.94368], [3.75434, 3.33480, 2.61746], [4.04778, 2.26446, 1.78751], [4.75159, 1.19685, 2.31358], [5.17563, 1.15956, 3.62947], [4.87539, 2.23723, 4.44709], [5.05600, 0.04764, 1.43893], [4.68737, 0.10448, 0.28254], [5.66364, -0.88598, 1.92412], [3.92457, 4.15389, 4.58910], [3.18694, 4.17013, 2.23213], [3.73430, 2.24944, 0.75462], [5.72286, 0.30446, 3.99638], [5.19453, 2.22868, 5.48056]], "forces_ev_per_angstrom": [[-0.05, -0.03, -0.01], [0.03, 0.01, 0.02], [-0.09, 0.00, 0.02], [-0.01, -0.05, -0.01], [0.15, 0.07, 0.02], [-0.11, 0.11, -0.06], [-0.02, -0.05, 0.04], [-0.03, 0.17, 0.01], [0.02, -0.06, -0.04], [0.01, -0.14, 0.11], [-0.01, 0.03, -0.01], [0.00, 0.00, 0.01], [0.02, 0.00, 0.02], [0.01, 0.03, 0.01], [0.03, -0.05, 0.01], [0.01, 0.08, 0.01], [-0.02, -0.05, 0.00], [0.02, -0.08, -0.03], [0.08, -0.03, 0.00], [0.01, -0.03, 0.01], [-0.03, 0.04, -0.01], [0.00, 0.02, -0.09], [0.00, 0.01, 0.00], [0.02, -0.03, 0.05], [0.01, -0.03, -0.03], [0.01, 0.00, 0.01], [-0.04, -0.01, 0.01], [0.01, 0.00, -0.01], [0.00, -0.05, 0.03], [0.01, 0.06, 0.00], [0.01, 0.01, -0.04], [0.00, 0.00, 0.00], [-0.04, 0.04, -0.05], [0.00, 0.01, 0.02], [0.03, 0.01, 0.00], [0.00, 0.00, 0.00], [0.02, -0.02, -0.01], [-0.03, 0.02, 0.01], [-0.03, 0.03, -0.01], [-0.01, -0.02, -0.01], [0.01, 0.00, 0.05], [-0.01, 0.01, -0.01], [0.07, 0.02, -0.02], [-0.02, -0.02, 0.03], [-0.04, 0.01, -0.01], [0.00, 0.00, 0.00], [0.00, -0.01, 0.01], [0.01, -0.02, 0.00], [0.00, -0.01, -0.03], [0.00, 0.00, 0.00]]}

=====

6.
{"formula": "H11S6", "method": "ωB97M-V with the def2-TZVPD basis set", "relative_energy_kj_mol": 58.3, "orbital_gap_ev": 6.14, "largest_force_ev_per_a": 0.893, "charge": -1, "homo_ha": -0.13333, "elements": ["S", "H", "S", "H", "H", "S", "H", "H", "S", "H", "H", "S", "H", "H", "S", "H", "H"], "positions_angstrom": [[4.22712, -2.15588, 0.19665], [3.46658, -1.26199, -0.45384], [0.79655, 2.20136, -2.84435], [1.16724, 1.42414, -1.80111], [-0.50500, 2.08677, -2.56357], [1.51038, 0.83919, 0.58343], [2.32545, 1.01842, 1.63251], [3.20394, -2.87382, 0.66512], [-0.84204, -2.08470, 4.57810], [-1.96896, -1.95227, 3.87812], [-0.21595, -0.96856, 4.21507], [-0.60310, 3.45304, 2.11201], [-0.04087, 2.58215, 1.22124], [0.60509, 3.67184, 2.63017], [-4.26550, -2.57578, -4.73180], [-5.22076, -1.89959, -4.08598], [-3.64016, -1.50433, -5.23178]], "forces_ev_per_angstrom": [[0.40, -0.13, -0.11], [-0.25, 0.08, 0.24], [0.02, -0.07, -0.16], [0.07, 0.17, 0.14], [-0.04, -0.01, 0.04], [-0.14, -0.18, -0.13], [0.07, 0.03, -0.03], [-0.18, 0.13, -0.04], [0.15, -0.66, 0.58], [0.09, 0.40, -0.23], [-0.22, 0.28, -0.41], [-0.11, 0.08, -0.11], [0.05, -0.20, 0.07], [0.10, 0.09, 0.13], [0.05, -0.36, -0.07], [0.09, 0.22, -0.06], [-0.14, 0.14, 0.13]]}